Run A
Below is 11 unconnected molecules or ions with the total composition C11H33N11O22, with properties calculated with ωB97M-V/def2-TZVPD.

HOMO level = -10.91 eV
orbital gap = 10.418 eV
SMILES = C[N+](=O)[O-].C[N+](=O)[O-].C[N+](=O)[O-].C[N+](=O)[O-].C[N+](=O)[O-].C[N+](=O)[O-].C[N+](=O)[O-].C[N+](=O)[O-].C[N+](=O)[O-].C[N+](=O)[O-].C[N+](=O)[O-]

Last column: Löwdin charge in e.
Atoms and positions in Å:
C  -3.63467  2.96949  -2.82402  0.052
N  -2.39940  3.43325  -2.13950  -0.442
O  -2.52340  4.05051  -1.13014  0.105
O  -1.32907  3.07687  -2.62258  0.033
H  -3.62457  3.44623  -3.80538  0.105
H  -4.48554  3.30372  -2.25561  0.093
H  -3.58543  1.89861  -2.95871  0.095
C  -5.54694  -0.90172  0.16881  0.051
N  -4.42545  -0.42322  1.00348  -0.443
O  -3.29139  -0.63057  0.59891  0.038
O  -4.71171  0.02874  2.06774  0.102
H  -6.45000  -0.39576  0.48362  0.098
H  -5.67045  -1.96945  0.30384  0.105
H  -5.31636  -0.67325  -0.86131  0.092
C  2.75722  3.09547  2.07646  0.035
N  3.48484  4.14345  1.33845  -0.449
O  2.89332  5.17757  1.10608  0.054
O  4.64662  3.92395  1.07942  0.071
H  3.16148  3.10178  3.08323  0.108
H  2.87371  2.16269  1.55228  0.055
H  1.71292  3.37748  2.14715  0.097
C  1.18907  2.25750  -5.29511  0.041
N  1.25702  1.20925  -4.25430  -0.404
O  2.13597  1.32991  -3.39548  0.031
O  0.47048  0.27289  -4.35333  0.062
H  1.52063  1.75039  -6.19227  0.105
H  1.86509  3.05477  -5.02882  0.079
H  0.19522  2.67723  -5.32551  0.097
C  4.20836  -0.21722  -1.61691  0.049
N  4.30726  0.20259  -0.20314  -0.468
O  4.91899  1.17627  0.01525  0.102
O  3.79168  -0.46548  0.65529  0.049
H  5.15238  -0.68460  -1.87625  0.107
H  4.12336  0.67795  -2.22617  0.079
H  3.32415  -0.80513  -1.79482  0.084
C  2.39798  -1.04393  3.52812  0.050
N  2.64715  -1.36369  4.97373  -0.466
O  3.75745  -1.64698  5.31387  0.083
O  1.69852  -1.30493  5.71335  0.056
H  3.02182  -1.63577  2.88019  0.085
H  2.54939  0.02153  3.42806  0.095
H  1.35893  -1.31411  3.39550  0.067
C  -1.97143  -3.73478  1.47660  0.046
N  -2.09150  -5.13365  1.95115  -0.459
O  -1.73011  -6.04270  1.24145  0.058
O  -2.54180  -5.25688  3.05206  0.090
H  -1.39863  -3.70338  0.55735  0.067
H  -1.53913  -3.17427  2.28850  0.084
H  -2.97845  -3.39272  1.26557  0.094
C  1.53413  4.07617  -1.55796  0.036
N  1.39656  5.12733  -2.59648  -0.434
O  0.93105  4.82679  -3.68151  0.032
O  1.73554  6.23075  -2.28875  0.097
H  1.19147  4.46869  -0.61619  0.089
H  2.58965  3.81354  -1.54394  0.107
H  0.97012  3.22542  -1.89322  0.049
C  -0.12923  -0.57932  -0.77900  0.064
N  0.36713  0.09339  0.43269  -0.441
O  1.07633  1.02944  0.30776  0.079
O  0.05244  -0.38485  1.48407  0.057
H  -0.63241  -1.49272  -0.50345  0.073
H  0.69731  -0.68240  -1.46603  0.088
H  -0.90842  0.04191  -1.22125  0.103
C  0.39507  -6.03637  -1.63049  0.042
N  -0.58979  -5.08615  -2.17238  -0.455
O  -0.52523  -3.93899  -1.77642  0.031
O  -1.40529  -5.49992  -2.94352  0.095
H  1.30387  -5.97167  -2.21205  0.102
H  -0.04289  -7.02242  -1.58761  0.100
H  0.58039  -5.73387  -0.60345  0.091
C  -1.78830  -0.69532  4.26028  0.049
N  -3.19072  -1.14648  4.40948  -0.490
O  -3.92369  -0.45090  4.99735  0.102
O  -3.47353  -2.23449  3.98500  0.050
H  -1.20464  -1.51206  4.67979  0.101
H  -1.64046  0.26152  4.72718  0.099
H  -1.54206  -0.63295  3.20396  0.063

Run B
Below is 11 unconnected molecules or ions with the total composition C11H33N11O22, with properties calculated with ωB97M-V/def2-TZVPD.

HOMO level = -10.54 eV
orbital gap = 10.090 eV
SMILES = C[N+](=O)[O-].C[N+](=O)[O-].C[N+](=O)[O-].C[N+](=O)[O-].C[N+](=O)[O-].C[N+](=O)[O-].C[N+](=O)[O-].C[N+](=O)[O-].C[N+](=O)[O-].C[N+](=O)[O-].C[N+](=O)[O-]

Last column: Löwdin charge in e.
Atoms and positions in Å:
C  -3.59353  -1.94367  4.31850  0.064
N  -4.95002  -2.67403  4.45717  -0.452
O  -4.99788  -3.79920  4.91695  0.047
O  -5.90654  -2.14131  3.97933  0.069
H  -3.61059  -1.10532  3.62211  0.090
H  -3.03387  -2.77043  3.88107  0.090
H  -3.21210  -1.64453  5.29479  0.092
C  3.42861  5.41417  -4.03467  0.050
N  4.03161  6.01995  -5.29835  -0.434
O  3.59525  5.72885  -6.37270  0.077
O  5.07582  6.67222  -5.21446  0.031
H  4.08427  4.65119  -3.61507  0.096
H  2.47097  4.95053  -4.27140  0.090
H  3.20586  6.17253  -3.28409  0.091
C  -5.05082  -5.94114  -0.95795  0.044
N  -5.06875  -4.46040  -1.12461  -0.445
O  -4.00085  -3.89254  -1.07008  0.054
O  -6.12253  -3.90677  -1.46514  0.048
H  -6.00455  -6.37048  -1.26481  0.097
H  -4.70842  -6.19147  0.04613  0.103
H  -4.33889  -6.22093  -1.73446  0.100
C  -3.25433  -1.54803  -5.53513  0.058
N  -3.15832  -1.44750  -7.09372  -0.424
O  -4.05164  -2.04910  -7.68951  0.033
O  -2.38969  -0.66904  -7.60091  0.072
H  -4.17246  -1.03983  -5.24040  0.090
H  -2.41765  -0.97459  -5.13610  0.083
H  -3.22953  -2.55762  -5.12500  0.087
C  0.45144  0.09014  0.20401  0.037
N  1.46995  0.29604  -0.85184  -0.426
O  1.14812  0.19092  -2.03462  0.055
O  2.54813  0.78043  -0.48337  0.036
H  -0.04771  0.99479  0.55121  0.107
H  1.00908  -0.29107  1.05950  0.094
H  -0.19913  -0.69856  -0.17388  0.097
C  5.21493  4.22511  2.99479  0.055
N  3.70278  4.15265  3.15962  -0.440
O  3.11660  5.06836  2.60934  0.050
O  3.15401  3.22596  3.74298  0.048
H  5.35503  4.53822  1.96016  0.099
H  5.67828  3.30474  3.35021  0.093
H  5.49823  5.03441  3.66774  0.095
C  -5.19515  3.62782  -1.97767  0.037
N  -3.99735  3.93345  -2.76821  -0.450
O  -2.86983  3.62998  -2.31859  0.031
O  -4.13736  4.44612  -3.84588  0.074
H  -5.58709  4.57471  -1.60636  0.107
H  -4.87693  2.94106  -1.19331  0.099
H  -5.91246  3.16908  -2.65819  0.102
C  3.72986  -1.37495  7.70723  0.049
N  3.18393  -2.18636  6.53924  -0.403
O  3.84011  -3.10109  5.98802  0.035
O  2.06186  -1.82545  6.16144  0.035
H  3.53436  -1.90452  8.63967  0.098
H  3.26699  -0.38924  7.66015  0.093
H  4.80422  -1.28664  7.54584  0.092
C  4.84749  -1.00442  -6.86212  0.030
N  4.81863  0.17211  -7.80143  -0.420
O  5.66943  1.02045  -7.67820  0.069
O  3.90150  0.26253  -8.63976  0.043
H  5.36348  -0.79663  -5.92474  0.089
H  5.40212  -1.87408  -7.21452  0.095
H  3.86146  -1.34617  -6.54740  0.094
C  2.31968  -6.95128  1.91478  0.036
N  1.60189  -5.88741  1.14688  -0.456
O  0.59838  -5.47398  1.67010  0.065
O  2.02099  -5.56381  0.04839  0.063
H  1.77519  -7.86400  1.67274  0.103
H  2.38543  -6.64013  2.95736  0.098
H  3.36115  -7.15364  1.66479  0.092
C  -1.95494  3.99769  6.02989  0.041
N  -2.87695  3.91610  4.86170  -0.435
O  -4.01738  3.50586  4.96815  0.058
O  -2.46651  4.28380  3.75362  0.041
H  -1.17741  4.75953  5.97376  0.098
H  -1.47649  3.01848  6.04853  0.101
H  -2.52147  4.19138  6.94073  0.096

Most stable pick: run A. Distance to second place: 2.628 eV.

Run A
Below is a gas-phase ion, C4H7N2S (charge +1), with properties calculated with ωB97M-V/def2-TZVPD.

HOMO level = -14.90 eV
charge = +1
orbital gap = 9.229 eV

Last column: Löwdin charge in e.
Atoms and positions in Å:
C  -2.83134  1.20569  -0.25945  -0.271
C  -1.86837  -0.93906  0.39148  -0.218
C  1.14008  -0.20094  -0.57095  -0.026
C  0.43210  0.30241  0.66595  -0.166
N  -1.61625  1.32527  0.07952  0.012
N  -0.93960  0.30671  0.33469  -0.169
S  -3.43720  -0.53425  -0.10875  1.138
H  -3.24280  2.06600  -0.71554  0.095
H  -1.32665  -1.72174  0.87395  0.093
H  1.19673  0.34903  -1.43976  0.066
H  0.80136  -1.17773  -0.68445  0.063
H  2.17472  -0.21434  -0.15926  0.114
H  0.60539  1.22570  1.14885  0.135
H  0.50935  -0.55530  1.33753  0.133

Run B
Below is 2 unconnected molecules or ions with the total composition C4H7N2S, with properties calculated with ωB97M-V/def2-TZVPD.

HOMO level = -12.68 eV
charge = +1
orbital gap = 8.610 eV

Last column: Löwdin charge in e.
Atoms and positions in Å:
C  2.75582  0.65290  -0.35695  0.024
C  2.79902  -0.49977  0.48817  0.026
C  1.41460  0.87522  -0.56526  -0.047
C  -4.05004  0.34826  -0.68832  -0.442
N  1.51365  -0.92774  0.70548  0.076
N  0.71707  -0.03227  0.07878  0.041
S  -2.66864  -0.46427  -0.37703  0.647
H  3.47424  1.25725  -0.83190  0.109
H  3.46409  -1.26735  0.84967  0.137
H  0.99260  1.46449  -1.35652  0.152
H  -4.89816  -0.17822  -0.90046  -0.022
H  -3.92780  1.39096  -0.92207  0.010
H  -0.30682  -0.03594  0.01560  0.046
H  1.04489  -1.87289  0.93438  0.243

Most stable pick: run B. Distance to second place: 0.731 eV.

Run A
Below is a molecular structure, C4H7N2S, with properties calculated with ωB97M-V/def2-TZVPD.

HOMO level (alpha / beta) = -13.25 / -13.25 eV
charge = +1
orbital gap (alpha / beta) = 6.397 / 6.398 eV

Last column: Löwdin charge in e.
Atoms and positions in Å:
C  -0.13075  1.52620  0.37179  0.011
C  1.62322  1.11212  -0.24311  -0.075
C  -1.57577  -1.08753  0.23190  -0.571
C  0.54040  0.18779  0.41673  -0.229
N  0.71327  2.28912  -0.14674  0.163
N  -0.19376  -0.82204  -0.36312  0.024
S  -2.71238  0.26750  -0.11765  0.687
H  2.51056  1.25921  0.37035  0.136
H  1.87705  0.88541  -1.27492  0.136
H  -1.97607  -1.99556  -0.22102  0.091
H  -1.46370  -1.23364  1.30891  0.088
H  0.80665  -0.20494  1.39785  0.168
H  0.33346  -1.70295  -0.40688  0.195
H  -0.35218  -0.48070  -1.32411  0.177

Run B
Below is a gas-phase ion, C4H7N2S (charge +1), with properties calculated with ωB97M-V/def2-TZVPD.

HOMO level = -12.20 eV
charge = +1
orbital gap = 7.969 eV
SMILES = CSC=C=NC=[NH2+]

Last column: Löwdin charge in e.
Atoms and positions in Å:
C  -0.50340  1.58542  -2.98779  -0.310
S  0.49192  0.01760  -2.69697  0.897
C  0.93798  -0.67870  -1.11821  -0.388
C  0.69362  -0.79252  0.16301  -0.040
N  0.50413  -0.84858  1.35435  0.163
C  0.23171  -1.04369  2.58618  -0.128
N  -0.70956  -0.37135  3.23800  0.181
H  -0.66489  1.52227  -4.05823  0.038
H  0.11440  2.43641  -2.71903  0.036
H  -1.44554  1.56807  -2.45219  0.035
H  1.70223  -1.39158  -1.43342  0.081
H  0.81914  -1.76880  3.14076  0.167
H  -1.30341  0.29341  2.76357  0.136
H  -0.86833  -0.52796  4.21998  0.132

Most stable pick: run B. Distance to second place: 3.167 eV.

Run A
Below is a single H4N2Si molecule, with properties calculated with ωB97M-V/def2-TZVPD.

HOMO level = -8.65 eV
orbital gap = 9.102 eV
SMILES = N1N[SiH2]1

Last column: Löwdin charge in e.
Atoms and positions in Å:
N  0.61805  -0.68643  0.04047  -0.329
N  0.73933  0.76418  -0.18002  -0.270
Si  -0.90704  0.06280  -0.09687  0.524
H  1.09968  -1.32351  -0.61670  0.054
H  1.01745  1.20227  0.91409  0.115
H  -1.46009  -0.28014  -1.42129  -0.056
H  -1.10738  0.26083  1.36033  -0.039

Run B
Below is a single H4N2Si molecule, with properties calculated with ωB97M-V/def2-TZVPD.

HOMO level = -8.21 eV
orbital gap = 7.816 eV
SMILES = [H]/N=N\[SiH3]

Last column: Löwdin charge in e.
Atoms and positions in Å:
H  -1.72864  0.21233  0.91654  0.032
N  -1.65710  -0.36291  0.00182  -0.031
N  -0.50508  -0.54873  -0.45226  -0.381
Si  0.90723  0.35957  -0.21936  0.575
H  0.74058  0.34261  -1.61416  -0.046
H  0.50781  0.77169  1.08738  -0.080
H  1.73519  -0.77456  0.28004  -0.069

Most stable pick: run A. Distance to second place: 1.170 eV.